[1]
One molecule with the formula C7H8BrO2PS in a non-equilibrium geometry, computed with ωB97M-V with the def2-TZVPD basis set.

Each line ends with the Mulliken charge.
CARTESIAN COORDINATES (ANGSTROEM)
C -0.563 0.574 0.741  -0.095
C -1.528 -1.083 -1.022  -0.520
C 0.446 -0.511 1.007  -0.710
C -0.268 -1.640 -1.159  -0.851
C -1.731 -0.158 0.103  -0.123
C 0.605 -1.434 0.048  0.428
C 2.052 1.647 0.466  -0.855
O 0.136 2.963 -1.056  -0.716
O -4.087 -1.365 -0.111  -0.503
P 0.529 1.645 -0.574  0.746
S -3.322 -0.549 0.854  0.343
Br 1.867 -2.883 0.268  -0.179
H -0.939 1.217 1.538  0.470
H -2.358 -1.339 -1.586  0.545
H 1.087 -0.356 1.973  0.520
H -0.058 -2.389 -1.854  0.592
H 2.819 1.002 -0.044  0.306
H 1.874 1.306 1.550  0.228
H 2.616 2.598 0.430  0.351
H 0.824 0.755 -1.573  0.022

Cartesian forces, eV/Å:
-0.745 -0.534 -2.288
3.480 0.879 1.192
0.914 0.521 1.813
-2.020 2.062 3.007
-2.695 -1.458 0.675
0.371 -1.172 -0.539
1.290 -0.322 0.353
-0.759 0.865 -0.313
-0.044 -0.077 0.416
0.356 -0.376 2.721
2.807 1.503 -1.518
-0.214 0.646 0.033
0.612 -0.082 0.163
-1.266 -0.497 -1.201
-1.222 -1.072 -2.181
0.498 -0.902 -0.992
-0.875 -0.072 0.747
0.534 0.837 -1.875
-0.946 0.005 0.199
-0.078 -0.755 -0.411

The calculation puts the highest occupied orbital energy (spin up / spin down) at -0.321 / -0.312 Eh. The value obtained for the total energy is -101647.084 eV.

[2]
A 2-piece molecular cluster, C2H6O2S2 overall in a non-equilibrium geometry, computed with ωB97M-V with the def2-TZVPD basis set.

Each line ends with the Mulliken charge.
CARTESIAN COORDINATES (ANGSTROEM)
C 2.073 1.108 0.199  -0.693
C -2.225 -1.251 -0.224  -0.257
O 1.815 -1.713 0.433  -0.574
O -2.121 -0.127 -0.641  -0.399
S 0.969 -1.465 -0.728  0.362
S 0.645 0.663 -0.825  -0.085
H 2.873 1.481 -0.436  0.279
H 1.761 1.864 0.913  0.278
H 2.397 0.208 0.732  0.306
H -2.306 -1.468 0.855  0.322
H -0.374 -1.711 -0.235  0.118
H -2.406 -2.112 -0.886  0.344

Cartesian forces, eV/Å:
0.036 -0.070 -0.256
-1.027 0.220 0.171
0.861 -0.499 0.724
-0.197 -0.008 -0.050
-1.602 0.135 -0.075
0.195 -0.112 0.062
0.005 0.012 0.099
-0.044 0.018 0.029
-0.010 0.196 0.011
0.205 0.026 0.074
1.374 0.187 -0.592
0.204 -0.104 -0.198

The calculation puts the highest occupied orbital energy at -0.330 Eh. The value obtained for the total energy is -27934.110 eV.

The calculation returns the following relative energy (zero: lowest compared OMol25 entry of this formula, charge and spin) values, one per record and in order: 22.7; 64.6 kcal per mole.